Record 1
# C44H38BeO2P2S5

C44H38BeO2P2S5 as an isolated structure (wB97M-V/def2-TZVPD, OMol25).

## Properties
Electronic energy = -4538.52313 a.u.
E_LUMO = 0.32 eV
Orbital gap = 6.93 eV
Charge = 0

Element x y z (Å)
Be  1.32  -0.07  0.28
O  7.56  -0.01  -1.26
C  6.40  0.00  -0.98
S  5.10  -0.41  -2.12
C  3.76  -0.23  -0.99
C  4.07  0.14  0.26
S  2.92  0.28  1.57
S  5.76  0.41  0.62
S  2.15  -0.61  -1.55
C  -4.31  -0.30  -3.07
C  -2.80  -0.27  -3.39
C  -2.60  -0.36  -4.91
C  -2.11  -1.45  -2.73
C  -2.24  -2.75  -3.23
C  -1.57  -3.81  -2.65
C  -0.78  -3.62  -1.53
C  -0.67  -2.36  -0.97
P  0.23  -2.01  0.58
C  -0.99  -2.51  1.85
C  -0.53  -2.67  3.16
C  -1.39  -3.09  4.16
C  -2.72  -3.36  3.86
C  -3.18  -3.20  2.56
C  -2.33  -2.77  1.56
C  1.40  -3.41  0.77
C  2.77  -3.20  0.69
C  3.66  -4.22  0.97
C  3.20  -5.48  1.32
C  1.83  -5.72  1.38
C  0.94  -4.69  1.12
C  -1.32  -1.29  -1.60
O  -1.12  -0.06  -1.02
C  -1.36  1.05  -1.77
C  -0.69  2.21  -1.37
C  -0.91  3.40  -2.06
C  -1.80  3.41  -3.12
C  -2.43  2.25  -3.52
C  -2.20  1.03  -2.88
P  0.56  2.04  -0.06
C  0.08  3.23  1.24
C  -1.05  4.04  1.16
C  -1.34  4.92  2.20
C  -0.52  4.99  3.31
C  0.59  4.17  3.40
C  0.89  3.30  2.37
C  2.00  2.88  -0.84
C  2.26  2.60  -2.18
C  3.41  3.09  -2.79
C  4.30  3.87  -2.06
C  4.02  4.18  -0.74
C  2.88  3.68  -0.13
H  -4.75  -1.24  -3.41
H  -4.82  0.52  -3.57
H  -4.48  -0.21  -2.00
H  -3.09  -1.25  -5.32
H  -1.54  -0.42  -5.15
H  -3.02  0.50  -5.42
H  -2.87  -2.93  -4.09
H  -1.65  -4.80  -3.09
H  -0.26  -4.46  -1.08
H  0.51  -2.46  3.38
H  -1.02  -3.23  5.16
H  -3.39  -3.70  4.64
H  -4.22  -3.42  2.33
H  -2.70  -2.64  0.55
H  3.15  -2.23  0.40
H  4.73  -4.03  0.92
H  3.90  -6.27  1.57
H  1.46  -6.70  1.64
H  -0.12  -4.88  1.20
H  -0.37  4.29  -1.78
H  -1.98  4.33  -3.66
H  -3.10  2.29  -4.37
H  -1.71  3.98  0.31
H  -2.22  5.55  2.12
H  -0.76  5.68  4.12
H  1.23  4.21  4.27
H  1.76  2.65  2.44
H  1.58  1.99  -2.75
H  3.61  2.85  -3.82
H  5.20  4.25  -2.53
H  4.70  4.81  -0.18
H  2.69  3.92  0.91
C  -0.67  0.74  3.98
S  -1.51  0.57  2.38
C  -3.23  0.56  2.97
H  -0.98  -0.08  4.64
H  -0.91  1.70  4.42
H  0.40  0.67  3.79
H  -3.53  1.57  3.24
H  -3.32  -0.11  3.82
H  -3.84  0.20  2.15



Record 2
# C44H38Br9N7O12

C44H38Br9N7O12 as an isolated structure in a non-equilibrium geometry (wB97M-V/def2-TZVPD, OMol25).

## Properties
Electronic energy = -26150.98751 a.u.
E_LUMO = -0.73 eV
Orbital gap = 9.03 eV
Charge = 0

Element x y z (Å)
C  3.76  8.31  -3.70
Br  5.60  8.54  -3.07
Br  3.74  7.89  -5.68
Br  2.61  9.91  -3.54
H  3.25  7.48  -3.22
C  5.92  -3.83  2.53
Br  5.65  -4.92  0.95
Br  7.36  -2.40  2.40
Br  5.88  -4.86  4.22
H  5.05  -3.17  2.64
C  4.91  4.64  2.41
Br  4.10  3.74  4.03
Br  5.45  3.33  0.97
Br  6.52  5.70  3.15
H  4.11  5.25  1.98
C  0.32  4.04  -1.70
C  0.41  3.77  -0.34
C  0.49  2.38  0.07
C  0.71  1.38  -0.87
C  0.62  1.71  -2.28
C  0.44  3.04  -2.63
N  0.97  -0.02  -0.50
O  1.14  -0.89  -1.32
O  1.10  -0.23  0.72
H  0.09  5.09  -1.76
H  0.13  4.54  0.35
H  0.67  2.13  1.11
H  0.76  0.97  -3.06
H  0.34  3.44  -3.63
C  7.14  -0.74  -3.43
C  7.85  0.36  -3.89
C  7.22  1.33  -4.63
C  5.86  1.25  -4.88
C  5.21  0.19  -4.29
C  5.79  -0.82  -3.61
N  5.26  2.16  -5.80
O  5.96  3.07  -6.18
O  4.20  1.80  -6.34
H  7.67  -1.47  -2.84
H  8.87  0.41  -3.54
H  7.80  2.17  -5.01
H  4.18  0.01  -4.55
H  5.09  -1.59  -3.33
C  -6.13  3.74  8.68
C  -4.86  3.18  8.74
C  -4.09  3.45  7.59
C  -4.46  4.28  6.53
C  -5.71  4.80  6.56
C  -6.64  4.51  7.61
N  -3.53  4.42  5.35
O  -2.48  3.77  5.33
O  -3.81  5.30  4.50
H  -6.85  3.60  9.47
H  -4.45  2.64  9.58
H  -3.13  2.95  7.60
H  -6.14  5.46  5.82
H  -7.67  4.84  7.68
C  -0.44  -3.76  -6.31
C  -1.27  -2.88  -5.56
C  -1.43  -1.61  -5.92
C  -0.88  -1.08  -7.12
C  -0.07  -1.92  -7.88
C  0.16  -3.24  -7.49
N  -1.17  0.32  -7.58
O  -1.53  1.11  -6.76
O  -0.96  0.60  -8.75
H  -0.29  -4.80  -6.06
H  -1.82  -3.29  -4.72
H  -2.20  -1.09  -5.38
H  0.36  -1.75  -8.85
H  0.63  -3.87  -8.24
C  0.07  -9.12  -0.81
C  -1.11  -9.39  -0.23
C  -2.15  -8.45  -0.11
C  -1.86  -7.15  -0.49
C  -0.67  -6.82  -1.10
C  0.35  -7.80  -1.18
N  -2.84  -6.07  -0.16
O  -3.90  -6.41  0.35
O  -2.70  -4.93  -0.64
H  0.89  -9.82  -0.78
H  -1.22  -10.37  0.22
H  -3.08  -8.61  0.41
H  -0.51  -5.83  -1.50
H  1.38  -7.62  -1.44
C  -6.07  0.84  -2.41
C  -7.21  0.07  -2.12
C  -7.22  -0.78  -1.01
C  -6.12  -0.72  -0.12
C  -4.94  0.00  -0.47
C  -4.96  0.77  -1.64
N  -6.17  -1.34  1.22
O  -5.18  -1.28  1.88
O  -7.27  -1.88  1.56
H  -6.10  1.42  -3.32
H  -8.01  0.02  -2.84
H  -8.08  -1.36  -0.72
H  -4.06  0.04  0.15
H  -4.05  1.25  -1.96
N  2.00  -0.73  6.56
C  0.68  -0.75  6.66
C  -0.09  -0.42  7.82
C  0.63  -0.02  8.84
C  2.03  0.04  8.80
C  2.69  -0.38  7.71
H  0.04  -0.89  5.81
H  -1.16  -0.59  7.84
H  0.22  0.25  9.81
H  2.64  0.42  9.60
H  3.75  -0.30  7.49



Record 3
# C44H38CsN6O3SSbSe8

C44H38CsN6O3SSbSe8 as an isolated structure in a non-equilibrium geometry (wB97M-V/def2-TZVPD, OMol25).

## Properties
Electronic energy = -22123.88685 a.u.
E_LUMO = 3.02 eV
Orbital gap = 4.13 eV
Charge = -2

Element x y z (Å)
Cs  -1.75  -1.27  -0.42
Se  -2.60  -2.14  -4.49
Se  -3.88  -0.22  -4.60
C  -2.79  1.03  -3.58
C  -2.59  2.31  -4.08
C  -1.88  3.21  -3.30
C  -1.40  2.82  -2.07
C  -1.65  1.52  -1.66
N  -2.34  0.65  -2.40
C  -3.21  -2.97  -2.82
C  -2.81  -4.27  -2.55
C  -3.25  -4.84  -1.36
C  -4.06  -4.11  -0.50
C  -4.39  -2.82  -0.87
N  -3.97  -2.26  -2.02
H  -2.97  2.58  -5.06
H  -1.72  4.22  -3.66
H  -0.88  3.49  -1.40
H  -1.32  1.17  -0.68
H  -2.17  -4.81  -3.24
H  -2.95  -5.85  -1.09
H  -4.40  -4.48  0.46
H  -4.96  -2.19  -0.20
O  5.19  5.03  1.65
C  4.73  4.86  0.31
C  4.18  3.48  0.13
C  3.94  2.99  -1.15
C  3.40  1.72  -1.28
N  3.08  0.95  -0.26
C  3.29  1.42  0.97
C  3.86  2.67  1.21
C  2.84  0.54  2.11
C  3.28  0.74  3.41
C  2.78  -0.07  4.42
C  3.25  0.09  5.84
O  4.43  -0.68  6.10
C  1.85  -1.04  4.09
C  1.48  -1.18  2.75
N  1.95  -0.40  1.79
H  5.45  5.95  1.77
H  5.55  5.02  -0.40
H  3.94  5.59  0.09
H  4.16  3.58  -2.03
H  3.21  1.31  -2.27
H  4.01  3.04  2.21
H  4.02  1.49  3.65
H  2.45  -0.20  6.53
H  3.53  1.12  6.05
H  4.23  -1.58  5.83
H  1.35  -1.65  4.83
H  0.74  -1.93  2.46
Se  -2.71  5.32  1.17
Se  -4.89  4.98  1.87
C  -5.34  3.49  0.74
C  -5.55  2.27  1.36
C  -5.84  1.16  0.57
C  -5.91  1.34  -0.80
C  -5.68  2.61  -1.32
N  -5.40  3.68  -0.58
C  -1.79  3.90  2.11
C  -2.05  3.61  3.44
C  -1.32  2.59  4.04
C  -0.35  1.94  3.30
C  -0.17  2.31  1.98
N  -0.87  3.28  1.38
H  -5.39  2.15  2.42
H  -5.92  0.19  1.03
H  -6.10  0.51  -1.47
H  -5.70  2.77  -2.39
H  -2.83  4.13  3.97
H  -1.53  2.29  5.05
H  0.19  1.10  3.71
H  0.54  1.78  1.36
Se  -1.48  -1.95  5.25
Sb  -2.65  -2.29  3.11
Se  -1.16  -3.62  1.57
Se  -3.04  -0.05  2.07
Se  -4.84  -3.41  3.19
O  -0.32  -1.62  -2.49
S  1.04  -1.38  -1.92
C  2.19  -1.63  -3.29
C  1.64  -1.89  -4.53
C  2.50  -2.09  -5.61
C  3.87  -2.01  -5.44
C  4.40  -1.72  -4.18
C  3.56  -1.52  -3.10
C  1.50  -2.91  -1.09
C  2.45  -2.86  -0.09
C  2.75  -4.03  0.59
C  2.09  -5.21  0.28
C  1.14  -5.23  -0.73
C  0.83  -4.07  -1.42
H  0.57  -1.94  -4.63
H  2.09  -2.31  -6.59
H  4.54  -2.17  -6.28
H  5.47  -1.64  -4.05
H  3.96  -1.29  -2.12
H  2.90  -1.92  0.19
H  3.46  -4.01  1.41
H  2.29  -6.11  0.85
H  0.60  -6.14  -0.94
H  0.05  -4.05  -2.17



Question: Look up the orbital gap of the first one.
Answer: 6.93 eV